DFT (ωB97M-V/def2-TZVPD) results for a molecular structure, C31H34F3N11O2SSeSm at a distorted geometry.

Geometry as XYZ:
```
84
Properties=species:S:1:pos:R:3:forces:R:3:lowdin_spin:R:1
Sm -1.62237 -1.03197 1.14991 0.96 -0.37 0.06 5.060
C -5.85958 -0.72935 -0.95480 -0.59 -1.30 0.95 0.000
C -4.61340 -1.27350 -0.31766 -0.17 3.20 1.34 0.001
N -3.87527 -0.62067 0.56070 -2.00 0.69 -1.12 -0.012
N -4.31325 0.68939 0.78644 -0.26 0.21 -1.25 0.000
C -3.85358 1.47904 1.81842 -0.48 0.99 3.09 0.000
N -4.55711 2.58668 2.15009 1.44 -2.37 -0.73 0.000
S -2.60932 0.98404 2.93803 -0.62 -0.17 -1.75 -0.018
C -4.07406 -2.45339 -0.84394 1.15 -3.11 -1.57 0.000
C -4.83383 -3.34523 -1.67251 0.49 0.82 1.60 0.000
C -4.20598 -4.42099 -2.23482 0.54 0.25 -0.76 0.000
C -2.80438 -4.51070 -2.05005 -1.45 -2.30 -1.92 0.000
C -2.13110 -3.61749 -1.30047 0.32 0.61 2.12 0.000
N -2.75665 -2.61996 -0.62291 0.05 -0.43 -1.03 -0.005
H -6.50436 -0.29056 -0.20001 0.03 0.45 0.02 0.000
H -6.42078 -1.59113 -1.34058 0.12 0.66 -0.01 0.000
H -5.68028 -0.06537 -1.78199 0.20 0.45 -0.29 0.000
H -4.63307 1.13838 -0.08196 -0.07 0.03 0.86 0.000
H -5.36771 2.82415 1.62505 -0.55 0.38 -0.27 0.000
H -4.20067 3.20054 2.92609 0.46 0.11 -0.57 0.000
H -5.90488 -3.22858 -1.71916 0.08 -0.09 -0.30 0.000
H -4.80039 -5.06425 -2.91570 0.78 0.11 0.75 0.000
H -2.30567 -5.37545 -2.52991 -0.06 0.82 0.41 0.000
H -1.08081 -3.80248 -1.06516 -0.21 0.45 -0.15 0.000
F -2.30197 -3.89847 4.56281 -0.08 0.32 -1.47 0.000
C -2.27642 -3.69845 3.23424 -1.46 0.24 1.31 0.000
F -3.21277 -4.46536 2.66359 0.80 -0.30 0.02 0.000
F -2.83691 -2.38769 2.99875 0.80 -0.38 0.29 -0.002
C -0.80307 -3.71067 2.65805 -2.31 -0.01 2.01 0.000
O 0.01434 -4.21295 3.34995 1.33 -0.60 -0.26 -0.001
O -0.80732 -2.99176 1.62302 1.26 0.57 -1.90 -0.011
Se -2.61287 4.91410 3.14296 -0.26 0.01 -0.50 -0.002
C -0.92941 4.74127 3.97133 -0.40 1.00 0.06 0.000
C 0.03705 5.78016 3.87223 0.18 -1.42 0.34 0.000
C 1.18526 5.61287 4.64931 0.12 0.22 -1.07 0.000
N 1.42346 4.61463 5.48482 -0.23 -0.54 0.75 0.000
C 0.44593 3.71574 5.65600 0.27 -0.28 -0.95 0.000
C -0.70331 3.69497 4.86554 0.06 -0.05 1.35 0.000
H -0.06671 6.61257 3.17488 -0.11 -0.26 0.33 0.000
H 2.04240 6.25825 4.50723 -0.09 0.46 0.08 0.000
H 0.65892 2.90660 6.36090 -0.19 0.29 -0.01 0.000
H -1.51012 2.99220 5.13456 0.52 0.30 -0.52 0.000
C 3.85164 0.44058 1.18845 1.15 -0.80 -0.71 0.000
C 2.72333 1.26440 1.77880 1.09 0.54 -0.32 0.000
C 2.59447 2.58648 1.03098 1.19 1.59 -0.52 0.000
C 2.97663 1.42146 3.27506 -0.24 0.24 0.65 0.000
C 1.52004 0.50540 1.69196 -2.22 0.08 0.20 0.001
N 0.46536 0.04145 1.74440 1.03 0.05 -0.08 -0.007
H 4.83106 0.82904 1.53484 -0.61 -0.27 -0.05 0.000
H 3.91252 0.42543 0.08182 -0.36 0.29 0.49 0.000
H 3.73639 -0.61111 1.48787 0.37 0.26 0.15 0.000
H 3.62085 3.13238 1.05527 -1.65 -1.09 -0.17 0.000
H 1.89023 3.30269 1.44554 -0.16 -0.18 0.51 0.000
H 2.25827 2.46702 -0.01373 0.48 -0.22 0.29 0.000
H 3.97184 1.85686 3.42720 -0.42 0.18 0.04 0.000
H 2.98864 0.43174 3.72035 0.10 -0.18 0.20 0.000
H 2.16828 1.98994 3.77185 0.58 0.01 -0.23 0.000
C 2.14968 -2.00278 -0.65448 0.13 -0.57 1.55 0.000
C 1.06284 -1.52367 -1.50754 -0.79 1.03 -0.74 0.000
N -0.02983 -0.92791 -1.02585 0.02 -0.23 -1.45 -0.006
C -0.73466 -0.52025 -2.16219 -0.80 0.80 0.32 0.000
C -0.08967 -0.84389 -3.32545 0.09 -0.62 1.74 0.000
N 1.07040 -1.51392 -2.89113 -0.48 -0.25 0.68 0.000
C 1.96555 -2.34334 -3.66817 1.76 0.37 -1.21 0.000
N 2.83840 -1.53802 -4.60973 0.59 0.06 0.50 0.000
N 3.74458 -2.30076 -5.34337 -1.17 0.78 -0.78 0.000
N 4.53055 -1.55003 -6.00360 -0.24 0.83 1.41 0.000
C 4.32857 -0.20611 -5.55311 0.15 -1.66 0.73 0.000
C 5.21118 0.85797 -5.54156 0.73 1.26 -0.65 0.000
C 4.93015 1.91381 -4.67995 1.76 0.51 -1.20 0.000
C 3.81681 2.01208 -3.86132 -0.52 -1.00 0.25 0.000
C 2.91839 0.96312 -3.85866 -0.93 -1.16 0.23 0.000
C 3.28350 -0.20001 -4.62901 -1.38 -0.03 0.71 0.000
H 1.84997 -1.75934 0.40849 0.58 -0.30 -1.24 0.000
H 3.14995 -1.61067 -0.88466 -0.45 0.12 -0.03 0.000
H 2.21923 -3.08799 -0.71056 0.10 -0.18 0.07 0.000
H -1.67389 0.06695 -1.98987 1.00 -0.70 -0.65 0.000
H -0.39308 -0.72642 -4.34430 0.22 0.02 -0.29 0.000
H 1.47708 -3.09098 -4.30629 -0.38 0.48 0.22 0.000
H 2.64703 -2.94392 -3.03288 -0.52 0.66 0.07 0.000
H 6.13310 0.93278 -6.17394 -1.10 -0.38 0.63 0.000
H 5.68122 2.70506 -4.73254 -0.39 -0.01 0.41 0.000
H 3.69811 2.79566 -3.12409 -0.06 0.30 -0.40 0.000
H 1.96732 1.01963 -3.24812 1.39 -0.28 -0.68 0.000
```
Forces are in eV/Å.

- E_LUMO (spin up / spin down): -5.0685 / -5.0566 eV
- Spin multiplicity: 6
- Frontier orbital gap (spin up / spin down): 0.100 / 0.101 Ha
- Total charge: +1
- Energy relative to the best compared isomer or geometry (same formula, charge and spin): 254.06 kJ/mol

---

DFT (ωB97M-V/def2-TZVPD) results for a molecular structure, C26H21N5O4RuS2.

Geometry as XYZ:
```
59
Properties=species:S:1:pos:R:3:forces:R:3:nbo_charge:R:1
Ru 1.36664 -0.61890 0.30647 0.20 -0.17 -0.16 0.588
O 1.25636 3.59675 -1.92915 -0.09 -0.10 0.06 -0.683
C 0.68409 2.58579 -1.23551 0.26 0.03 -0.17 0.769
O -0.05786 1.79435 -1.73514 -0.25 0.08 0.05 -0.552
C 1.08760 2.61831 0.20543 0.11 0.02 -0.01 0.096
C 1.36315 3.84712 0.78612 -0.07 0.03 0.02 -0.207
C 1.63604 3.90821 2.14099 0.01 -0.03 0.03 -0.161
C 1.60809 2.73606 2.86918 0.02 0.02 -0.04 -0.198
C 1.36497 1.54252 2.21112 -0.05 0.04 0.03 0.130
N 1.13039 1.46956 0.89194 -0.11 0.01 0.13 -0.375
C 1.30303 0.25133 3.02588 -0.03 -0.02 -0.01 0.754
O 1.42756 0.33310 4.23528 -0.02 -0.01 0.02 -0.640
O 1.04479 -0.80365 2.34272 0.06 0.09 0.00 -0.682
H 0.98875 3.46657 -2.85171 0.06 0.04 -0.02 0.505
H 1.34643 4.73435 0.17168 0.02 -0.02 -0.01 0.239
H 1.85848 4.85610 2.61285 -0.01 0.00 0.01 0.218
H 1.78747 2.68484 3.93312 -0.01 0.02 0.00 0.255
C -2.26352 -2.17247 -3.12633 0.00 0.03 -0.02 -0.594
C -1.56342 -0.87536 -2.71717 -0.07 0.01 -0.02 -0.423
C -2.24778 -0.16454 -1.57946 0.08 0.02 0.08 -0.013
C -3.30889 0.69025 -1.85242 0.00 -0.03 -0.01 -0.213
C -3.94169 1.39437 -0.84275 -0.03 0.02 0.01 -0.219
C -3.52094 1.23221 0.46590 -0.01 0.01 0.00 -0.218
C -2.46961 0.37870 0.78345 0.01 -0.08 -0.04 -0.036
C -2.11184 0.14948 2.22648 -0.03 0.03 0.01 -0.433
C -3.01609 -0.90158 2.87324 -0.01 0.00 -0.01 -0.590
C -1.82613 -0.31000 -0.25063 -0.03 -0.02 0.00 0.217
N -0.69951 -1.14862 0.03955 -0.05 0.15 -0.15 -0.507
C -0.87571 -2.43070 0.08749 0.00 -0.07 0.08 0.145
C 0.25003 -3.27105 0.21365 0.00 -0.05 -0.07 0.030
C 0.43971 -4.65728 0.22624 0.00 0.03 0.02 -0.271
C 1.81919 -4.85204 0.26515 0.02 0.00 0.01 -0.332
C 2.41287 -3.57944 0.27227 0.01 -0.01 0.08 -0.014
N 1.47041 -2.63797 0.24181 -0.03 0.03 -0.07 -0.412
H -1.70916 -2.67743 -3.91916 -0.01 0.01 -0.01 0.208
H -3.27490 -1.97455 -3.48869 -0.01 0.00 0.02 0.195
H -2.34264 -2.86234 -2.28568 0.01 -0.02 0.01 0.198
H -1.53537 -0.19457 -3.57104 0.03 -0.01 -0.01 0.210
H -0.52924 -1.07583 -2.45567 0.03 -0.04 0.02 0.234
H -3.62222 0.81860 -2.88313 0.01 0.00 0.00 0.201
H -4.75713 2.06860 -1.07504 0.00 0.00 0.00 0.202
H -4.01570 1.76952 1.26821 0.00 0.00 0.00 0.201
H -2.19367 1.09309 2.77356 -0.01 -0.01 -0.01 0.201
H -1.08641 -0.19123 2.30338 0.11 -0.01 0.03 0.243
H -4.07031 -0.63861 2.76045 0.00 0.00 0.01 0.194
H -2.79428 -1.00394 3.93632 0.01 0.00 0.00 0.210
H -2.86187 -1.87603 2.40514 -0.01 0.00 -0.01 0.202
H -1.87716 -2.85002 0.01004 -0.02 0.00 -0.02 0.186
H -0.33335 -5.40968 0.20809 0.00 0.00 0.00 0.208
H 2.34452 -5.79374 0.28356 0.00 0.00 0.00 0.208
H 3.45821 -3.31411 0.29821 0.00 0.00 -0.01 0.212
S 3.65463 -0.16323 0.71998 -0.07 0.00 -0.02 -0.008
C 4.00708 0.77707 -0.68955 0.04 0.03 0.03 -0.280
C 5.15576 1.63500 -0.64887 0.01 -0.03 -0.01 0.277
N 6.08060 2.31764 -0.59027 -0.01 0.01 0.00 -0.333
C 3.25651 0.67594 -1.82115 -0.06 -0.05 -0.06 -0.349
S 1.91346 -0.43493 -1.90493 -0.08 0.06 0.17 0.077
C 3.56926 1.42403 -2.99850 0.20 -0.01 0.05 0.284
N 3.82026 2.03444 -3.94298 -0.12 0.00 -0.03 -0.354
```
Forces are in eV/Å.

- E_LUMO (spin up / spin down): 2.1041 / 1.7201 eV
- Spin multiplicity: 2
- Frontier orbital gap (spin up / spin down): 0.249 / 0.246 Ha
- Total charge: -1
- Energy relative to the best compared isomer or geometry (same formula, charge and spin): 7.24 kJ/mol

---

DFT (ωB97M-V/def2-TZVPD) results for a molecular structure, C6H12Br4O2Sr3 at a distorted geometry.

Geometry as XYZ:
```
27
Properties=species:S:1:pos:R:3:forces:R:3:mulliken_charge:R:1
Sr -0.98490 -19.17834 -11.81632 -1.96 1.46 -1.33 1.583
Sr -2.39623 -21.37069 -8.90288 -2.04 -0.35 -0.53 1.808
Sr -0.57266 -17.09385 -8.40831 -0.87 1.94 -0.39 1.585
O -3.30708 -19.80195 -10.62423 2.53 -0.61 0.66 -0.896
C -4.06733 -18.63234 -10.32660 -0.42 1.23 -0.23 -0.236
C -3.41994 -17.19671 -10.66760 -0.36 -0.14 0.72 0.194
O -2.00983 -17.14447 -10.47535 1.89 -1.80 1.10 -0.858
H -4.40614 -18.69231 -9.29233 0.72 0.43 0.81 0.263
H -5.07513 -18.66098 -10.74084 0.17 -0.20 -1.06 0.393
H -3.93325 -16.44210 -10.07164 0.07 -0.42 1.25 -0.252
H -3.66047 -16.61678 -11.55863 0.06 -1.41 -1.36 -0.002
Br -6.62591 -13.71165 -7.43324 1.16 -0.29 -0.25 -0.053
C -4.65756 -13.65709 -7.20355 -0.72 0.67 1.55 -0.885
C -3.92605 -14.67383 -8.02476 -1.33 -0.10 -0.75 -0.270
Br -2.03674 -14.71456 -7.36277 0.09 -0.14 -0.28 -0.203
H -4.49269 -13.80805 -6.13673 -0.17 -0.44 0.00 0.432
H -4.36972 -12.61099 -7.30805 0.14 -0.18 -0.80 0.458
H -4.00643 -14.46023 -9.09059 0.82 0.41 0.01 0.439
H -4.31453 -15.68908 -7.94439 0.11 0.08 0.67 0.368
Br -6.57223 -13.96732 -14.47942 -0.11 0.26 0.45 -0.058
C -5.26114 -14.92386 -15.50914 -0.84 -0.43 -0.68 -0.627
C -4.37246 -15.69606 -14.54756 0.23 1.20 -0.36 -0.535
Br -3.09371 -16.81718 -15.55292 -0.22 -0.02 0.64 -0.204
H -4.74628 -14.17485 -16.11082 0.25 -0.26 0.20 0.410
H -5.88124 -15.53032 -16.16928 0.39 -0.22 0.04 0.391
H -4.91635 -16.26776 -13.79562 0.05 -0.19 -0.42 0.358
H -3.80121 -14.89251 -14.08273 0.36 -0.48 0.35 0.399
```
Forces are in eV/Å.

- E_LUMO: -16.1308 eV
- Frontier orbital gap: 0.060 Ha
- Total charge: +4
- Energy relative to the best compared isomer or geometry (same formula, charge and spin): 0.00 kJ/mol